Density functional theory data (ωB97M-V/def2-TZVPD) for a 2-piece molecular cluster, C23H45BrN3O2PS3 overall.

The calculation puts the frontier orbital gap at 1.53 eV. The spin multiplicity is 1. The calculation puts the strongest force on any atom at 0.07376 hartree/bohr. For the HOMO energy, the calculation gives -4.1 eV. The calculation puts the total energy at -5327.51056 Eh. The net charge is 0.

Positions of all 78 atoms, in Å:
1 C 2.3125 -3.1294 -2.4785
2 H -2.0291 4.4477 4.3699
3 H -2.0858 4.0253 1.2377
4 C -0.0020 4.0209 3.3114
5 H -2.7405 -4.2571 -1.4867
6 C -1.2063 2.3606 -0.0826
7 H 2.8917 3.8973 -0.8042
8 H 2.2749 -3.5374 -1.3824
9 H -3.2167 -2.1670 1.7290
10 S -0.2103 5.7153 -0.1685
11 H 3.2691 2.1655 0.8338
12 C 2.8734 -1.0473 -1.3302
13 C 4.0880 3.0125 1.0081
14 C -5.6533 -3.2553 -2.0836
15 S 2.4817 5.3343 1.2304
16 H 4.9932 -2.0986 -0.7025
17 H -4.8844 -3.9580 -2.4175
18 H -1.9703 1.4761 -0.0079
19 C 0.6613 4.7986 1.0047
20 H -1.8155 -4.3075 -0.0102
21 H 4.4218 -0.1045 -3.3217
22 C -6.4780 -1.6752 -0.3351
23 N 0.0791 3.6796 1.8392
24 H -7.3893 -2.2748 -0.2102
25 C 5.5855 2.4485 0.5902
26 C -1.5573 -1.9207 -1.3337
27 H -1.7950 5.5089 2.8091
28 O 2.4630 -1.6705 -2.5984
29 C 5.7537 0.9649 -1.9203
30 H 2.5887 0.1089 -1.2876
31 C -1.2345 5.0265 3.7185
32 H -1.4005 -0.8357 -1.3099
33 H -6.5920 -3.8160 -1.9955
34 H -5.1176 -3.1482 1.3434
35 H -1.4943 -2.2524 1.3695
36 C -3.9319 -4.5568 0.2576
37 H 6.1956 3.2717 0.0019
38 O -4.0939 -0.5071 -1.0776
39 Br 5.3876 2.5732 -3.0900
40 C -5.1497 -3.6455 0.3661
41 C 3.5885 4.2931 0.0746
42 C 4.5243 -1.0878 -1.0818
43 H 6.2374 2.1317 1.5162
44 H -5.7881 -2.5167 -2.8804
45 N 4.6612 -0.0546 0.0539
46 H -0.1418 2.0007 -0.4089
47 C 5.1537 -0.4890 -2.4835
48 H -6.7073 -0.9161 -1.0907
49 C -5.2775 -2.5747 -0.7489
50 H 4.4822 4.9274 -0.3539
51 C -1.2599 3.1954 1.3286
52 H 4.0866 3.2661 2.1546
53 H 5.9138 -1.1408 -3.0999
54 C -2.4537 -1.8597 1.0077
55 H -6.0531 -4.2729 0.3966
56 C -2.7375 -2.3622 -0.4262
57 H -0.6183 -2.3893 -1.0135
58 H -4.2025 -5.4755 -0.2759
59 H -1.7306 -2.2136 -2.3764
60 H 6.9061 0.6926 -1.8404
61 N -4.0001 -1.8899 -1.0220
62 H 1.2657 -3.3994 -2.9709
63 H -3.6396 -4.8732 1.2668
64 H 3.1324 -3.7063 -3.0926
65 H -1.6674 2.4295 2.1488
66 H -1.6338 3.0906 -0.9204
67 H -0.8615 5.9335 4.3910
68 H 2.2730 -1.5541 -0.4522
69 H -2.3835 -0.7676 1.0504
70 H 1.0002 4.5871 3.5967
71 P 3.9699 -0.5135 1.6628
72 H 4.9794 -0.0992 2.6443
73 C 5.2961 1.0953 -0.3472
74 H 2.7698 0.2695 1.9147
75 H -0.0615 3.0836 4.0200
76 H -6.2901 -1.1682 0.6188
77 S 3.7381 -2.4311 1.8980
78 C -2.7432 -3.9123 -0.4445

=====

Density functional theory data (ωB97M-V/def2-TZVPD) for C23H45N4O2P3Zr as an isolated structure.

The calculation puts the frontier orbital gap (spin up / spin down) at 2.50 / 2.50 eV. The energy above the lowest of the compared OMol25 structures with the same formula, charge and spin is 25.69 kcal per mole. The spin multiplicity is 1. The calculation puts the strongest force on any atom at 0.27620 hartree/bohr. For the HOMO energy (spin up / spin down), the calculation gives -17.4 / -17.4 eV. The calculation puts the total energy at -2342.27760 Eh. The net charge is +4.

Positions of all 78 atoms, in Å:
1 H 2.9280 -4.4772 -0.6672
2 C -1.2479 -2.0239 -1.0283
3 C 1.2413 1.8817 -1.0732
4 N -0.7260 0.2908 4.2740
5 O 1.7424 1.0201 -0.3952
6 C 0.8839 4.3128 0.8853
7 C 0.1345 1.1931 3.4827
8 C -1.6684 1.1132 5.0692
9 C 5.3343 -1.5799 -0.5312
10 H -0.8196 -1.1800 2.7676
11 P 3.6203 -2.1844 -0.4082
12 H -1.0212 3.4521 4.1293
13 H 5.4105 -0.6175 -0.0227
14 H -1.0869 1.7518 5.7483
15 C -3.7332 -1.3211 -1.8234
16 H 3.8344 -3.9337 -2.0641
17 H 0.3122 5.2546 0.9114
18 C -3.2483 1.0936 3.2656
19 H 4.2128 -3.0448 1.8309
20 H -0.7651 0.5789 1.0869
21 H -1.0336 4.7315 -1.7195
22 H -1.5239 3.2757 -0.7625
23 H -2.0728 1.8067 1.0434
24 H 2.9875 4.4402 -1.5450
25 H -4.2150 -4.3619 -1.6418
26 Zr 1.0163 -0.9822 -2.4273
27 C -0.8069 3.6811 -1.4916
28 O -0.3988 -1.2626 -0.5237
29 C -0.1291 -0.4027 -4.1752
30 N -2.3404 0.2530 2.4334
31 H 3.5301 -1.3906 1.8549
32 H -3.8954 0.4362 3.8608
33 C 0.2024 -1.8104 -4.2598
34 H -0.5858 -2.5328 -4.4808
35 N -2.4988 1.9661 4.1936
36 H 2.4549 -2.7724 1.6211
37 P 0.8387 3.7377 -0.7869
38 C 2.2735 0.1283 -3.7977
39 P -3.0534 -2.4904 -0.6385
40 H 4.7117 -4.3701 -0.5699
41 H 0.6964 1.8232 4.1845
42 H 0.6498 1.6286 -3.8232
43 C 0.8997 0.5639 -3.9281
44 H -3.1606 -1.3088 -2.7627
45 H 0.8245 0.5915 2.8753
46 H -1.1707 -0.0694 -4.2859
47 H -3.4798 -3.1151 1.6268
48 H -0.8525 3.0611 -2.4018
49 H -2.2056 3.4966 2.7763
50 H 0.4274 3.5621 1.5719
51 H 3.0571 0.8705 -3.6252
52 C -1.6032 2.8438 3.4225
53 H -2.9371 -4.8923 -0.4940
54 C -3.7279 -2.2591 0.9830
55 H 6.0469 -2.2854 -0.0971
56 H 3.6359 -1.5895 -3.7556
57 H -2.3273 0.4446 5.6398
58 C 1.5654 -2.2388 -4.1307
59 C -1.5052 -0.5577 3.3613
60 H 2.0164 3.8308 -2.9058
61 H 1.8138 -3.2960 -4.1415
62 C 2.5972 -1.2750 -3.9108
63 H -3.6925 -0.3143 -1.3923
64 H 1.9292 4.5089 1.1832
65 C -3.1871 -4.1626 -1.2881
66 N -0.6573 2.0602 2.5723
67 C 3.4544 -2.3843 1.4010
68 H -3.3466 -1.3356 1.4551
69 H -3.8489 1.7220 2.5916
70 H -4.7776 -1.5716 -2.0450
71 C 3.8080 -3.9110 -0.9740
72 H -2.1643 -1.2013 3.9621
73 H 1.6163 5.4400 -2.1820
74 H -2.4717 -4.3128 -2.1208
75 C -1.4535 1.1764 1.6972
76 H -4.8213 -2.2154 0.8888
77 C 1.9766 4.4208 -1.9739
78 H 5.5766 -1.4094 -1.5790

=====

Which of these has the highest net charge? C23H45N4O2P3Zr

=====

net charge of number 2 (C23H45N4O2P3Zr)? +4

=====

What is the net charge in the first record? 0

=====

strongest force on any atom of number 1 (C23H45BrN3O2PS3)? 0.07376 hartree/bohr